{"formula": "C2H4IN2O", "method": "wB97M-V/def2-TZVPD", "symbols": ["C", "C", "N", "N", "O", "I", "H", "H", "H", "H"], "positions_angstrom": [[-0.100468, -0.376533, -0.935817], [-0.039089, 0.302532, 1.252503], [-0.088649, -0.862432, 0.303073], [-0.233143, 1.045642, -0.970646], [0.191271, 1.388173, 0.418722], [0.140961, -1.471527, -2.586537], [-1.003896, 0.181067, 1.796255], [0.844356, 0.149026, 1.948105], [-0.002484, -1.869790, 0.498555], [0.291141, 1.513841, -1.724212]], "forces_ev_per_angstrom": [[-0.21, 1.74, 1.54], [0.15, -2.50, 1.00], [0.62, 1.18, -2.35], [0.43, -3.78, 2.17], [-0.23, 1.09, -1.57], [-0.14, -0.45, -0.79], [0.48, 1.19, -0.22], [-1.08, 0.52, -0.73], [-0.09, 0.85, 0.03], [0.08, 0.16, 0.92]], "smiles": "IC1=[NH+]OCN1", "de_lowest_ev": 1.0631, "charge": 1}